Record 1
Here is a molecular structure, C36H54BN8Ta at a distorted geometry from the OMol25 dataset. Energies are from ωB97M-V with the def2-TZVPD basis set.

```
100
Properties=species:S:1:pos:R:3:forces:R:3
Ta -0.034693 -0.235791 0.040757 -1.3 1.2 1.8
C -1.572077 -0.224574 -3.074384 -0.1 0.4 -0.1
C -1.601382 1.284213 -2.842219 0.0 0.0 -0.3
C -2.347665 1.995381 -3.972233 0.0 -0.1 0.0
C -2.173452 1.618025 -1.502909 -0.2 0.4 -0.2
C -3.146202 2.509605 -1.149501 0.1 -0.1 0.2
C -3.192843 2.526348 0.268398 0.0 0.1 -0.3
C -4.095245 3.378957 1.087834 0.0 0.1 0.2
C -3.795632 4.862125 0.811755 0.0 0.0 0.0
C -5.561834 3.041417 0.774694 0.0 0.0 0.0
N -2.278758 1.655347 0.728842 -0.1 0.2 0.1
N -1.665139 1.068035 -0.357242 1.5 -1.6 -0.4
B -1.826285 1.307554 2.185251 -0.3 0.3 0.3
N -2.060419 -0.196309 2.368847 -0.3 -0.2 0.1
N -1.554967 -1.029515 1.380327 2.7 0.6 -1.3
C -2.233031 -2.241661 1.454961 -0.2 -0.1 0.2
C -3.127904 -2.150185 2.477414 0.3 -0.1 -0.2
C -3.013060 -0.859111 3.040053 0.0 -0.1 0.0
C -3.863100 -0.404929 4.180387 -0.4 0.1 0.3
C -3.122985 0.153930 5.394828 0.1 0.1 0.0
C -5.008413 0.523387 3.734285 0.1 0.1 -0.2
C -2.082847 -3.341374 0.461198 -0.2 0.0 -0.1
C -2.738984 -4.637898 0.935791 0.1 0.0 0.1
C -2.732240 -2.871501 -0.849357 0.0 -0.2 0.1
N -0.305573 1.654244 2.282167 -0.3 0.1 0.3
N 0.378253 1.614284 1.086503 0.2 -2.2 -0.8
C 1.389025 2.516079 1.119474 0.3 0.3 0.3
C 1.390063 3.091836 2.372127 -0.1 -0.2 -0.1
C 0.325647 2.517350 3.102275 0.7 0.1 -0.2
C 0.092623 2.735573 4.561726 -0.3 0.1 0.3
C 0.109458 1.391130 5.305982 0.1 0.0 -0.1
C -1.125090 3.612250 4.901866 -0.1 -0.1 -0.2
C 2.193321 2.852995 -0.100135 0.1 0.0 -0.1
C 2.592211 4.336585 -0.086277 0.0 0.0 -0.1
C 1.396446 2.527052 -1.365859 0.2 0.3 0.2
H -1.232460 -0.437114 -4.088222 0.3 -0.1 0.1
H -2.562462 -0.664188 -2.958726 0.1 -0.1 0.2
H -0.847001 -0.735841 -2.377852 0.0 0.0 0.1
H -0.565155 1.640055 -2.860798 -0.1 0.1 0.0
H -3.391496 1.681481 -4.017489 0.0 0.0 0.0
H -1.880741 1.757352 -4.926299 0.0 0.0 0.0
H -2.308793 3.077316 -3.851108 0.0 0.0 0.0
H -3.757068 3.100789 -1.810470 0.0 0.0 0.0
H -3.912602 3.191494 2.146261 0.1 -0.1 0.0
H -4.037417 5.134279 -0.216148 0.0 0.0 0.0
H -2.750386 5.106388 1.005989 0.0 0.0 0.0
H -4.419850 5.474657 1.460790 0.0 0.0 0.0
H -5.839018 3.365813 -0.228856 0.0 0.0 0.0
H -6.206397 3.574974 1.471839 0.0 0.0 0.0
H -5.761549 1.973401 0.866482 0.0 0.0 0.0
H -2.428784 1.926925 2.984563 -0.1 0.0 0.0
H -3.808971 -2.924409 2.790173 0.0 0.0 0.1
H -4.352857 -1.320262 4.521644 0.1 -0.1 -0.1
H -2.737358 1.156462 5.218397 0.0 0.0 0.0
H -2.311580 -0.498949 5.715023 0.0 0.0 0.0
H -3.830869 0.232311 6.219070 0.0 -0.1 0.0
H -4.637005 1.514035 3.468715 0.0 0.0 0.0
H -5.703090 0.638484 4.564366 0.0 0.0 0.0
H -5.560948 0.108642 2.890372 0.0 0.0 0.0
H -1.017884 -3.525675 0.302871 0.0 -0.1 0.1
H -3.823143 -4.530154 0.983663 0.0 0.0 0.0
H -2.367758 -4.939309 1.914787 0.0 0.0 0.0
H -2.519912 -5.439618 0.232406 0.0 0.0 0.0
H -3.796095 -2.684877 -0.700272 0.0 0.1 0.0
H -2.645923 -3.647812 -1.611422 0.0 0.1 -0.1
H -2.275495 -1.947842 -1.223439 -0.2 0.0 0.0
H 2.061947 3.852808 2.735672 0.0 0.0 0.0
H 0.959619 3.306664 4.899951 0.1 0.0 -0.1
H -0.537799 0.659496 4.824153 -0.1 0.0 0.1
H -0.218045 1.535779 6.333906 0.0 0.0 0.0
H 1.119951 0.981891 5.336318 0.0 0.0 0.0
H -2.068778 3.092991 4.744472 0.0 0.0 0.0
H -1.126072 4.529688 4.312522 0.0 0.0 0.0
H -1.072753 3.888415 5.953287 0.0 0.0 0.0
H 3.127328 2.282413 -0.096353 0.0 0.1 0.0
H 1.730333 4.979213 0.095423 0.0 0.0 0.0
H 3.023504 4.609089 -1.048501 0.0 0.0 0.0
H 3.346132 4.538276 0.672940 0.0 0.0 0.0
H 0.470541 3.103022 -1.391215 -0.1 -0.2 0.0
H 1.154265 1.434179 -1.455305 -0.1 0.0 -0.1
H 1.976860 2.793476 -2.249059 0.0 -0.2 -0.1
N 2.546140 -0.166780 0.247105 -1.3 -0.2 -0.1
C 3.129033 -1.489866 0.211097 0.3 0.1 0.2
C 4.395028 -1.744248 0.675826 0.1 0.0 0.0
C 4.963569 -3.020715 0.529421 -0.1 0.0 0.0
C 4.249325 -4.010684 -0.091220 0.0 0.0 0.0
C 2.932659 -3.766518 -0.547573 0.0 0.0 -0.1
C 2.159693 -4.753664 -1.187750 0.0 0.1 0.0
C 0.892764 -4.442517 -1.639441 0.0 0.0 0.0
C 0.395802 -3.168620 -1.426304 0.1 -0.1 -0.4
N 1.075142 -2.208247 -0.773720 -1.4 1.9 0.4
C 2.363747 -2.482134 -0.372852 0.1 -0.4 0.0
H 2.872824 0.337274 -0.579582 0.0 0.1 0.0
H 2.932009 0.327432 1.050972 -0.3 0.2 0.0
H 4.981120 -0.954373 1.133495 0.0 0.0 0.0
H 5.966700 -3.203198 0.889437 0.0 0.0 0.0
H 4.678123 -4.992950 -0.246319 0.0 0.0 0.0
H 2.572966 -5.743687 -1.343997 0.0 0.0 0.0
H 0.285128 -5.176693 -2.150127 0.0 0.0 -0.1
H -0.580765 -2.907175 -1.806216 0.1 0.0 0.0
```
Positions in Å, forces in eV/Å.

Computed properties:
* total charge: +4
* relative energy (zero: lowest compared OMol25 entry of this formula, charge and spin): 1.281 eV
* E_HOMO: -19.924 eV
* orbital gap: 0.193 Ha
* LUMO level: -14.67 eV

Here are the Löwdin charges for atoms 1 to 8, given in e: 2.16 -0.03 -0.37 -0.02 -0.21 0.11 -0.11 -0.35

Record 2
Here is a molecular structure, C36H54Cl3MnP3Si2 at a distorted geometry from the OMol25 dataset. Energies are from ωB97M-V with the def2-TZVPD basis set.

```
99
Properties=species:S:1:pos:R:3:forces:R:3
Mn -0.727396 -1.339928 -0.563879 0.2 1.3 1.0
C 3.947704 -2.200928 0.689021 0.0 0.0 -0.1
C 4.168004 -1.551828 -0.674679 -0.6 -0.1 -0.1
C 5.634604 -1.180228 -0.864779 -0.1 0.2 -0.2
P 2.923404 -0.148628 -0.835479 1.2 0.6 0.0
C 3.349404 0.927672 -2.313279 -0.6 -0.3 0.1
C 3.447804 0.011072 -3.530879 -0.2 0.0 0.0
C 4.556604 1.844972 -2.160879 -0.1 0.0 0.3
C 3.112604 0.740372 0.745921 -0.3 -0.2 -0.2
C 4.324704 1.254972 1.195121 0.1 0.1 -0.1
C 4.438104 1.730772 2.493121 0.0 0.0 0.0
C 3.357804 1.670372 3.356021 0.0 0.0 -0.1
C 2.142504 1.191572 2.894021 0.0 -0.1 0.1
C 1.998404 0.749472 1.586521 -0.7 -0.6 -0.5
Si 0.269804 0.522672 0.768421 -0.4 1.2 1.0
C -0.911696 0.884072 2.251821 0.2 -0.6 -0.6
C -0.911296 2.058072 2.998121 0.0 0.0 0.0
C -1.722196 2.190572 4.114021 0.1 0.0 -0.1
C -2.523696 1.134472 4.514721 -0.1 -0.2 -0.1
C -2.560296 -0.031328 3.769321 0.1 0.1 0.2
C -1.771396 -0.151228 2.627521 0.3 0.1 -0.4
P -1.840796 -1.572628 1.491521 0.2 0.0 0.9
C -1.072296 -2.964728 2.508021 -0.2 0.2 -0.3
C -1.282296 -4.364128 1.932921 0.1 0.1 -0.1
C -1.444496 -2.930928 3.985221 0.2 0.1 0.0
C -3.669296 -1.785028 1.023821 0.4 0.0 -0.2
C -4.678496 -1.086928 1.926421 0.1 0.1 -0.2
C -4.065396 -3.241728 0.815421 0.2 0.0 -0.2
C 0.255204 2.055472 -0.390979 -0.2 -0.8 0.0
C 0.989704 3.197672 -0.104279 0.1 0.1 0.1
C 1.041904 4.253672 -0.998079 0.0 0.0 0.1
C 0.374104 4.159072 -2.206479 -0.1 0.1 -0.1
C -0.405396 3.049072 -2.491779 0.1 0.0 -0.1
C -0.484996 2.001772 -1.576479 0.1 -0.2 0.1
P -1.628796 0.588572 -1.739379 0.4 1.2 -0.8
C -3.262696 1.399072 -1.303879 -0.1 -0.4 0.4
C -3.677696 2.537972 -2.232479 0.1 -0.2 -0.1
C -3.173096 1.903972 0.130321 0.0 -0.2 -0.1
C -1.753896 0.325972 -3.579579 0.2 -0.2 0.3
C -2.885196 -0.612528 -3.992779 0.0 0.0 0.0
C -0.399196 -0.120828 -4.120179 -0.1 0.1 0.0
H 4.424904 -3.176728 0.724121 0.0 -0.1 0.0
H 2.884204 -2.327628 0.898921 -0.1 -0.1 0.2
H 4.375504 -1.584528 1.476321 -0.1 0.0 0.1
H 3.887704 -2.258928 -1.462179 0.1 0.1 0.0
H 5.959804 -0.443728 -0.135879 0.1 0.0 0.0
H 5.840404 -0.815828 -1.867979 0.1 0.0 0.0
H 6.238004 -2.072028 -0.710879 0.0 -0.1 0.0
H 2.458804 1.563472 -2.419879 0.0 -0.1 0.0
H 4.283804 -0.678428 -3.446079 0.1 -0.1 0.0
H 3.593104 0.597972 -4.435079 0.0 0.1 0.0
H 2.534904 -0.569528 -3.652179 0.0 0.0 -0.1
H 5.477504 1.290272 -2.016979 0.1 0.0 0.0
H 4.422604 2.542572 -1.337779 0.1 0.1 0.0
H 4.664004 2.424172 -3.077079 -0.1 0.0 -0.1
H 5.185204 1.302872 0.548921 0.1 0.0 -0.1
H 5.380904 2.129972 2.833321 0.1 0.0 0.0
H 3.447904 2.008572 4.377221 0.1 0.0 0.1
H 1.297404 1.175372 3.559921 -0.1 0.0 0.1
H -0.276596 2.874472 2.695721 0.1 0.2 0.0
H -1.718696 3.106472 4.684221 0.0 0.1 0.0
H -3.142996 1.224572 5.393821 0.0 0.0 0.1
H -3.188796 -0.841228 4.096521 -0.1 0.0 0.0
H -0.004196 -2.700728 2.415421 -0.2 0.0 0.0
H -2.205196 -4.810228 2.291921 -0.1 0.0 0.0
H -0.466396 -5.006028 2.257421 0.0 -0.1 0.0
H -1.299996 -4.357128 0.846421 0.0 -0.2 0.0
H -2.513796 -3.051228 4.135621 -0.2 -0.1 0.0
H -1.118596 -2.010028 4.458721 0.0 0.0 0.1
H -0.945396 -3.759328 4.483321 0.0 -0.1 0.1
H -3.691296 -1.280328 0.043521 0.0 -0.1 0.2
H -4.800096 -1.607928 2.871221 0.0 0.0 0.1
H -5.642096 -1.097128 1.422321 -0.1 -0.1 -0.1
H -4.413396 -0.051228 2.114821 -0.1 0.0 0.1
H -4.176496 -3.756628 1.764621 0.0 -0.1 0.1
H -3.346696 -3.779328 0.201421 -0.1 -0.1 0.0
H -5.024096 -3.288628 0.302321 -0.1 0.1 0.0
H 1.517404 3.268872 0.833621 0.2 0.0 0.1
H 1.606104 5.142572 -0.758479 0.1 0.1 0.0
H 0.434604 4.964672 -2.921279 0.0 0.1 -0.1
H -0.921696 3.021272 -3.440579 -0.1 -0.1 0.0
H -4.014296 0.600372 -1.355079 0.1 0.1 0.0
H -2.900896 3.298372 -2.292579 0.0 0.0 0.0
H -4.565296 3.012772 -1.814079 0.0 0.0 0.0
H -3.932596 2.194672 -3.232379 0.0 0.0 -0.1
H -2.439496 2.702772 0.212121 0.1 0.1 0.1
H -2.880996 1.095272 0.795421 -0.1 0.2 0.1
H -4.132296 2.297772 0.454021 -0.2 0.0 0.0
H -1.982596 1.322272 -3.978079 0.0 -0.1 0.2
H -2.611296 -1.658428 -3.871579 0.0 0.0 0.0
H -3.105296 -0.464628 -5.049279 0.0 0.0 0.0
H -3.795796 -0.424828 -3.425679 -0.1 0.0 -0.1
H -0.101796 -1.086028 -3.706179 0.0 0.0 0.0
H 0.368704 0.614772 -3.880179 0.1 0.0 -0.1
H -0.451696 -0.225328 -5.202379 0.1 0.0 -0.1
Cl -1.706196 -2.696828 -1.709779 -0.7 -1.7 -0.9
Si 0.936804 -2.979128 -0.945379 0.1 -0.4 -0.5
Cl 1.095304 -4.920028 -0.350679 0.1 0.5 0.2
Cl 1.721104 -3.097328 -2.834879 -0.1 0.1 0.2
```
Positions in Å, forces in eV/Å.

Computed properties:
* total charge: +2
* E_HOMO (alpha / beta): -14.089 / -13.976 eV
* orbital gap (alpha / beta): 0.259 / 0.208 Ha
* LUMO level (alpha / beta): -7.04 / -8.31 eV
* multiplicity: 2

Here are the Löwdin charges for atoms 1 to 8, given in e: -0.32 -0.11 -0.53 -0.08 1.18 -0.50 -0.11 -0.08